Entry 1:
Below is a 9-piece molecular cluster, C16H50O17 overall in a non-equilibrium geometry, with properties calculated with ωB97M-V/def2-TZVPD.

```
83
Properties=species:S:1:pos:R:3:forces:R:3
O 0.332 4.740 -3.579 0.26 0.16 0.16
C -0.211 3.745 -2.695 0.24 0.63 -0.99
C 0.501 2.418 -2.849 0.24 0.63 -0.06
O 0.026 1.782 -4.020 -0.29 -0.28 0.41
H 0.556 4.341 -4.425 -0.20 -0.19 0.02
H -0.083 4.176 -1.703 -0.05 -0.23 0.11
H -1.270 3.678 -2.952 -0.10 -0.46 0.41
H 0.423 1.860 -1.910 -0.30 -0.42 -0.29
H 1.563 2.640 -3.020 0.12 0.13 0.38
H 0.391 0.884 -4.045 0.12 -0.08 -0.27
O 2.678 0.743 3.770 0.67 0.18 0.03
C 2.292 -0.024 2.645 -0.35 0.64 -0.97
C 3.347 0.008 1.530 0.09 -0.60 1.03
O 4.459 -0.799 1.931 0.08 0.25 -0.30
H 1.901 0.972 4.283 -0.08 -0.17 0.06
H 2.131 -1.073 2.908 -0.06 0.01 0.01
H 1.374 0.404 2.229 -0.08 -0.28 0.05
H 3.703 1.001 1.244 -0.30 0.18 0.23
H 2.907 -0.456 0.647 0.09 -0.12 -0.02
H 4.903 -0.316 2.637 0.00 -0.12 0.01
O -0.401 -2.054 4.730 -0.25 -0.24 0.41
C -1.687 -2.006 4.130 0.32 0.93 -1.15
C -1.631 -1.008 2.968 -0.03 -1.52 0.03
O -0.877 -1.612 1.896 -0.22 1.19 0.15
H 0.151 -2.615 4.177 0.03 0.07 -0.01
H -1.978 -2.978 3.732 -0.16 -0.13 0.13
H -2.441 -1.638 4.824 0.23 -0.21 0.41
H -1.115 -0.114 3.320 -0.23 0.16 -0.07
H -2.629 -0.806 2.568 -0.02 0.30 0.33
H -0.739 -0.819 1.324 0.44 -0.71 -0.29
O 1.401 2.573 0.525 0.15 0.19 -0.01
C 1.142 3.360 1.690 -0.28 -0.36 0.05
C 0.724 4.759 1.336 -0.35 0.69 0.43
O 1.854 5.549 1.002 0.13 -0.40 -0.30
H 2.110 2.965 0.002 -0.03 0.09 0.09
H 0.288 2.869 2.162 -0.04 -0.01 0.00
H 1.972 3.281 2.394 0.14 0.33 -0.08
H 0.200 5.259 2.161 0.04 -0.39 0.25
H -0.026 4.684 0.538 0.28 0.08 -0.24
H 1.587 6.467 0.915 -0.03 0.01 -0.10
O 0.745 -3.535 0.560 0.07 0.18 -0.60
C -0.244 -4.283 -0.133 -1.15 0.01 0.01
C -0.888 -5.261 0.850 0.45 -0.22 -0.42
O 0.037 -6.316 1.158 -0.17 0.84 0.07
H 0.270 -2.807 0.995 0.09 -0.15 0.25
H -1.036 -3.659 -0.575 0.13 0.27 0.38
H 0.179 -4.774 -1.012 0.42 -0.28 0.35
H -1.815 -5.698 0.477 0.16 -0.14 -0.16
H -1.140 -4.687 1.747 -0.03 -0.01 0.10
H 0.843 -5.809 1.349 0.03 -0.48 0.09
O -0.335 -3.015 -3.529 -0.58 0.04 -0.11
C -1.684 -2.552 -3.257 -0.09 -0.43 0.01
C -1.505 -1.376 -2.313 -0.56 0.26 0.39
O -2.748 -0.880 -1.842 -0.24 -0.37 -0.34
H -0.382 -3.970 -3.618 0.21 0.03 -0.15
H -2.218 -2.274 -4.174 0.40 0.30 -0.04
H -2.271 -3.404 -2.894 0.09 0.30 0.62
H -0.992 -0.605 -2.896 0.23 0.05 0.23
H -0.913 -1.656 -1.439 0.36 -0.13 -0.35
H -2.593 -0.141 -1.235 0.00 0.07 -0.23
O 1.296 -0.898 -4.426 -0.13 -0.12 0.19
C 2.568 -1.243 -3.871 -0.21 0.93 -0.64
C 2.722 -0.535 -2.530 -0.22 -0.41 -0.23
O 1.770 -1.078 -1.613 0.46 0.13 0.28
H 0.682 -1.591 -4.115 0.10 0.19 -0.21
H 2.605 -2.333 -3.898 0.52 -0.04 0.60
H 3.326 -0.841 -4.552 0.02 -0.19 -0.01
H 2.473 0.515 -2.703 -0.23 -0.12 0.10
H 3.740 -0.520 -2.125 0.00 -0.42 -0.04
H 2.018 -2.002 -1.472 -0.22 0.01 0.18
O -2.479 1.955 2.333 0.08 -0.05 -0.03
C -3.811 2.281 1.938 -0.41 0.67 0.25
C -4.101 1.487 0.671 0.55 -0.20 0.58
O -3.057 1.647 -0.274 0.14 -0.06 0.04
H -2.208 2.578 3.012 0.02 -0.02 0.04
H -4.519 2.028 2.738 -0.01 -0.28 -0.17
H -3.897 3.370 1.831 0.04 -0.09 -0.46
H -5.031 1.750 0.179 -0.08 0.17 0.14
H -4.163 0.446 1.013 -0.06 -0.13 -0.31
H -2.224 1.591 0.220 -0.11 0.03 -0.07
O 0.014 0.273 0.154 -0.17 0.36 0.22
H 0.829 -0.212 -0.067 -0.26 0.13 -0.40
H 0.309 1.192 0.323 0.14 -0.50 -0.18
```
Positions in Å, forces in eV/Å.

As for the orbital gap: 9.81 eV. As for the energy above the lowest of the compared OMol25 structures with the same formula, charge and spin: 105.84 kJ/mol. The net charge is 0. The value obtained for the lowest unoccupied orbital energy is -0.01 eV. For the HOMO energy, the calculation gives -0.361 Eh. The value obtained for the strongest force on any atom is 1.5 eV/A. As for the SMILES: OCCO.OCCO.OCCO.OCCO.OCCO.OCCO.OCCO.OCCO.O.


Entry 2:
Below is C39H34ClHfIN3O3S2SiTe as an isolated structure in a non-equilibrium geometry, with properties calculated with ωB97M-V/def2-TZVPD.

```
86
Properties=species:S:1:pos:R:3:forces:R:3
Hf -1.113 -0.412 0.090 6.76 -0.24 -2.44
Cl -2.630 -0.247 -6.548 0.05 -0.16 -0.29
C -2.797 -0.016 -4.859 1.07 -2.60 1.31
C -3.412 1.091 -4.414 -1.61 2.14 -0.25
C -3.497 1.416 -3.007 -0.78 0.93 -1.90
I -4.569 3.232 -2.457 0.93 -1.37 -0.21
C -2.918 0.558 -2.149 0.75 -1.75 0.03
O -2.667 0.863 -0.790 -0.30 -0.12 -1.14
C -2.345 -0.722 -2.607 1.15 1.43 1.04
N -1.451 -1.365 -1.734 -1.61 2.48 2.39
C -1.120 -2.708 -1.870 -1.04 -3.06 -2.33
C -0.882 -2.923 -3.387 0.82 -0.47 0.65
C -1.324 -2.055 -4.312 0.32 -2.49 0.02
C -2.241 -1.030 -3.938 -1.06 2.95 -2.00
H -3.863 1.730 -5.248 0.58 -0.59 1.73
H -1.981 -3.435 -1.628 0.58 1.06 -0.01
H -0.266 -3.784 -3.692 -0.51 0.57 0.18
H -1.062 -2.394 -5.320 -0.50 0.93 0.05
O 3.125 -3.173 2.366 -0.47 0.90 -1.47
C 3.335 -1.925 2.810 -1.55 1.57 -0.26
C 4.309 -1.661 3.739 2.11 -0.96 1.56
C 4.521 -0.444 4.376 -0.80 -0.15 -0.95
C 3.760 0.651 3.900 0.59 -0.46 1.71
C 2.736 0.479 3.015 -0.57 -1.05 -1.97
C 2.486 -0.803 2.439 0.82 -1.15 0.83
C 1.377 -1.073 1.531 0.60 0.88 -0.65
O 0.613 -0.031 1.172 -0.67 -1.00 0.29
N 1.255 -2.242 0.935 -0.77 0.71 0.01
N 0.181 -2.233 0.099 -1.64 2.39 -0.55
C 0.049 -3.188 -0.950 0.76 0.06 -0.12
S -0.400 -4.859 -0.279 0.36 0.51 -0.82
C 1.227 -5.648 -0.431 -0.46 0.23 0.64
C 2.089 -5.016 -1.526 -0.75 0.03 -1.34
S 1.615 -3.275 -1.982 -0.21 -0.93 1.35
H 2.482 -3.014 1.551 0.70 -0.88 1.34
H 4.998 -2.477 4.032 -0.72 0.26 -0.22
H 5.231 -0.421 5.228 -0.47 0.39 -0.91
H 3.902 1.581 4.398 0.08 0.80 0.01
H 2.158 1.303 2.572 0.24 -0.25 0.64
H 0.920 -6.688 -0.580 0.66 0.03 -0.29
H 1.746 -5.575 0.531 -0.11 -0.02 -0.20
H 2.036 -5.556 -2.507 0.27 0.16 1.13
H 3.081 -4.939 -1.131 0.72 -0.22 -0.19
C -3.949 2.621 1.220 -0.59 -1.10 0.59
Si -3.745 0.905 0.520 -2.30 0.00 -0.27
C -5.291 -0.120 0.016 2.43 0.65 -1.02
C -2.704 -0.155 1.601 -2.24 -2.12 1.91
C -2.544 -1.604 1.320 -1.80 -0.01 2.86
C -1.878 -2.396 2.276 -0.50 0.95 -0.86
C -1.338 -1.858 3.431 1.12 1.63 0.17
C -1.522 -0.482 3.704 0.14 -0.62 1.34
C -2.324 0.290 2.862 1.42 0.86 0.38
H -3.293 3.305 0.712 0.04 0.51 -0.22
H -3.752 2.651 2.310 -0.15 0.05 -0.64
H -5.023 2.817 1.064 0.50 0.49 0.00
H -5.030 -0.622 -0.944 -0.10 0.00 0.63
H -6.115 0.497 -0.226 -1.09 0.61 0.09
H -5.473 -0.836 0.782 -0.49 -0.56 0.52
H -3.189 -2.096 0.574 0.73 0.29 -0.16
H -1.676 -3.405 2.030 -0.04 -1.03 -0.13
H -0.610 -2.430 4.006 -0.50 -0.02 0.11
H -1.068 0.011 4.627 -0.70 -0.92 -1.37
H -2.497 1.332 3.183 0.14 -0.59 -0.47
Te 0.293 1.938 -1.725 0.79 0.96 -0.14
C 2.429 1.669 -1.591 1.60 1.36 0.35
C 3.170 0.874 -2.472 -0.95 -0.20 0.00
C 4.531 0.642 -2.241 0.90 -0.32 -0.40
C 5.164 1.161 -1.121 -0.15 -0.21 0.66
C 4.434 1.997 -0.245 1.93 -0.17 -0.55
C 3.198 2.419 -0.627 -2.45 0.19 0.02
C 0.176 3.821 -0.605 0.46 -0.32 -0.22
C 0.175 5.138 -1.117 -1.13 -1.00 -0.42
C -0.071 6.191 -0.244 0.07 -0.35 -0.54
C -0.293 5.989 1.095 -0.40 0.46 1.02
C -0.162 4.708 1.631 0.93 -0.11 0.11
C 0.133 3.629 0.770 -1.00 0.73 0.67
H 2.677 0.480 -3.367 0.24 -0.20 0.43
H 5.146 0.031 -2.940 -0.79 0.55 0.44
H 6.235 0.967 -0.913 -0.87 -0.05 -0.18
H 4.941 2.374 0.655 -0.34 0.21 -0.64
H 2.810 3.380 -0.222 -0.14 -1.20 0.24
H 0.062 5.338 -2.187 0.63 -0.22 0.31
H -0.143 7.188 -0.619 -0.06 0.42 -0.36
H -0.635 6.888 1.661 0.59 -1.07 -0.06
H -0.106 4.546 2.719 -0.50 0.08 -0.60
H 0.162 2.633 1.194 0.31 -0.07 0.01
```
Positions in Å, forces in eV/Å.

As for the orbital gap (alpha / beta): 4.87 / 4.87 eV. As for the energy above the lowest of the compared OMol25 structures with the same formula, charge and spin: 144.23 kJ/mol. The net charge is +1. The value obtained for the lowest unoccupied orbital energy (alpha / beta) is -4.65 / -4.65 eV. For the HOMO energy (alpha / beta), the calculation gives -0.350 / -0.350 Eh. The value obtained for the strongest force on any atom is 7.2 eV/A.


Entry 3:
Below is a 2-piece molecular cluster, C23H28BrF9N2O5P overall in a non-equilibrium geometry, with properties calculated with ωB97M-V/def2-TZVPD.

```
69
Properties=species:S:1:pos:R:3:forces:R:3
C 1.610 3.217 -1.220 0.76 -0.46 0.31
C 2.169 1.690 -0.836 -0.35 0.17 4.44
O 2.099 1.358 0.455 0.36 0.72 -7.74
O 2.727 0.875 -1.926 -2.17 0.53 3.53
C 2.579 -0.569 -1.679 0.11 -1.88 -0.44
C 1.055 -1.110 -2.068 0.69 -0.22 -1.11
C 0.570 -2.413 -1.201 -0.46 0.55 -1.44
C -0.122 -2.074 0.245 3.01 -4.76 -0.07
C -0.726 -3.566 0.682 0.45 1.38 0.19
C -0.118 -4.028 2.134 1.10 1.63 0.37
F 1.345 -4.317 1.893 -4.34 0.58 0.84
F -0.114 -2.923 3.164 0.08 -3.17 -3.22
C -0.881 -5.297 2.835 -2.02 -0.09 1.97
F -1.723 -4.711 3.944 2.52 -1.96 -3.64
F -1.817 -6.035 1.957 3.07 2.50 2.39
C 0.103 -6.397 3.548 -0.12 -1.01 3.59
F -0.771 -7.183 4.496 2.86 2.70 -3.13
F 1.153 -5.775 4.439 -3.59 -1.88 -3.50
C 0.744 -7.515 2.517 0.53 -3.42 -1.32
F 2.090 -8.005 2.909 -5.02 2.06 -1.44
F -0.199 -8.694 2.563 3.49 4.11 -0.39
F 0.789 -7.091 1.099 -0.07 -1.07 4.85
C -2.327 -3.261 0.509 -0.78 -2.30 -0.87
C -2.590 -1.686 0.017 -1.29 -2.71 -0.04
P -2.693 -1.377 -1.905 0.05 0.21 -0.91
C -3.751 0.255 -2.010 -1.31 0.25 1.39
C -3.646 -2.779 -2.783 -1.18 -0.05 -1.35
N -1.252 -1.074 0.343 1.39 1.89 -0.52
C -1.061 -0.191 1.549 0.61 2.03 2.80
C -2.318 -0.120 2.592 -3.41 7.41 0.28
O -2.889 1.103 2.767 4.07 -8.39 -1.20
Br -3.142 -1.636 3.601 1.20 1.45 -1.17
H 0.504 3.169 -1.623 2.44 -0.05 0.49
H 1.570 3.850 -0.225 0.17 -1.71 -1.96
H 2.344 3.780 -1.952 -1.77 -1.55 1.34
H 2.857 -0.912 -0.595 -0.46 1.10 -1.93
H 3.326 -1.110 -2.436 -1.56 1.44 1.79
H 1.145 -1.479 -3.199 -0.45 0.89 2.46
H 0.307 -0.211 -2.085 1.27 -1.71 0.19
H 1.529 -3.117 -1.097 -2.21 1.55 0.40
H -0.220 -3.049 -1.830 1.75 1.55 1.18
H 0.805 -1.998 0.955 -2.16 1.25 -1.04
H -0.236 -4.375 -0.044 -1.54 1.73 1.54
H -2.963 -3.668 1.409 1.27 1.37 -1.62
H -2.627 -4.006 -0.357 0.35 1.71 1.60
H -3.587 -1.178 0.356 2.42 -0.72 0.53
H -4.159 0.458 -3.091 1.05 -0.43 2.13
H -4.683 0.146 -1.272 1.76 0.29 -1.72
H -3.145 1.190 -1.580 -1.12 -2.13 -1.23
H -3.421 -3.856 -2.384 -0.55 2.20 -0.56
H -3.282 -2.773 -3.920 -0.61 0.11 2.56
H -4.808 -2.527 -2.843 2.44 -0.88 0.38
H -1.131 -0.382 -0.456 0.36 -1.05 0.73
H -0.098 -0.456 2.202 -2.20 0.18 -1.67
H -0.851 0.916 1.153 -0.80 -2.42 1.10
C 3.122 9.034 0.793 -0.05 -0.06 -0.11
C 2.817 9.706 -0.391 -0.06 -0.41 0.01
C 2.310 9.002 -1.485 -0.01 -0.06 0.02
C 2.109 7.619 -1.380 0.34 0.50 0.74
C 2.421 6.940 -0.195 0.00 0.10 -0.01
C 2.930 7.655 0.892 -0.11 0.15 -0.36
N 1.553 6.877 -2.518 -0.48 -0.01 -1.29
O 1.307 7.510 -3.555 0.39 -1.17 1.72
O 1.358 5.661 -2.375 0.11 1.73 -0.32
H 3.511 9.589 1.645 -0.08 -0.12 -0.19
H 2.971 10.781 -0.461 -0.05 -0.25 -0.04
H 2.077 9.540 -2.401 -0.01 -0.33 0.15
H 2.274 5.866 -0.101 -0.01 0.34 -0.21
H 3.173 7.138 1.817 -0.06 0.07 -0.23
```
Positions in Å, forces in eV/Å.

As for the orbital gap: 8.13 eV. The net charge is +1. The value obtained for the lowest unoccupied orbital energy is -3.66 eV. For the HOMO energy, the calculation gives -0.433 Eh. The value obtained for the strongest force on any atom is 9.4 eV/A.